Entry from the OMol25 dataset: a molecular structure, C72H57BrCrF11O4 at a distorted geometry (the ωB97M-V functional and the def2-TZVPD basis).

ORCA input file:
```
! RIJCOSX wB97M-V def2-TZVPD def2/J DEFGRID3
* xyz -1 5
Br 5.51 -24.80 3.47
Cr 4.54 -26.38 1.75
F 0.17 -30.04 5.86
F 2.59 -25.22 1.61
F 4.79 -24.56 0.20
F 5.14 -16.65 5.19
F -0.81 -20.57 5.08
F 5.62 -28.20 2.69
F 12.80 -25.12 2.26
F 12.41 -20.27 8.14
F 6.48 -26.50 0.92
F 5.76 -22.17 8.92
F 7.74 -17.54 0.44
O 3.01 -27.72 2.49
O 0.02 -30.87 0.88
O 1.05 -30.37 -1.85
O 4.01 -27.30 0.03
C 7.65 -28.58 5.65
C 5.69 -25.44 7.43
C 1.54 -23.16 1.75
C 7.28 -18.62 1.14
C 0.46 -22.47 5.62
C 3.89 -18.36 8.15
C 8.74 -20.54 8.51
C 7.05 -22.24 -1.48
C 9.18 -29.24 -0.50
C 2.54 -28.92 -1.01
C 9.61 -28.20 0.35
C 11.06 -20.62 7.93
C 1.73 -23.11 5.69
C 4.36 -19.63 7.95
C 9.76 -23.62 0.98
C 8.48 -21.33 7.38
C 5.26 -18.93 5.86
C 4.91 -17.61 6.11
C 7.61 -23.13 -2.39
C 6.12 -24.88 -1.62
C 7.39 -28.24 4.32
C 6.04 -22.63 -0.62
C 1.52 -20.48 4.78
C 2.56 -27.46 6.86
C 1.54 -29.77 -0.80
C 0.92 -29.99 0.58
C 11.49 -24.82 2.11
C 5.84 -24.08 7.54
C 1.50 -22.97 -1.04
C 1.13 -21.96 1.11
C 0.40 -21.17 5.22
C 7.86 -29.23 -1.01
C 5.87 -18.76 1.35
C 5.48 -19.76 2.30
C 7.68 -20.62 2.44
C 7.10 -24.44 -2.53
C 5.21 -29.34 4.62
C 4.99 -19.92 6.77
C 8.88 -23.89 2.01
C 0.91 -29.21 6.69
C 10.06 -20.25 8.81
C 4.19 -17.29 7.26
C 8.73 -27.26 0.79
C 2.83 -22.41 5.18
C 1.54 -28.45 8.82
C 6.85 -29.41 6.40
C 9.48 -21.66 6.48
C 6.91 -28.27 -0.56
C 5.61 -29.86 5.80
C 10.65 -25.07 3.16
C 1.98 -24.14 -0.42
C 0.70 -29.28 8.05
C 2.39 -27.51 8.23
C 1.77 -28.29 6.08
C 5.54 -25.67 9.88
C 1.33 -29.26 1.69
C 10.76 -21.31 6.78
C 8.15 -19.57 1.59
C 11.09 -23.98 1.07
C 1.10 -21.86 -0.26
C 2.76 -21.13 4.78
C 6.39 -20.67 2.85
C 5.85 -23.51 8.82
C 2.48 -28.38 1.58
C 9.32 -24.64 3.09
C 1.98 -24.17 0.98
C 7.37 -27.33 0.42
C 5.65 -23.98 -0.69
C 3.11 -28.19 0.12
C 6.08 -28.57 3.87
C 5.69 -24.29 9.99
C 5.53 -26.22 8.61
H 3.00 -26.85 8.83
H 2.27 -24.98 -1.03
H 8.39 -21.32 2.87
H 5.74 -23.83 10.96
H 3.02 -28.81 -1.97
H 3.63 -20.63 4.38
H 5.24 -18.04 0.86
H 7.56 -25.10 -3.24
H 9.15 -22.23 5.62
H 5.31 -26.28 10.74
H 1.79 -24.15 5.98
H 8.99 -26.54 1.55
H 5.97 -21.43 3.49
H 5.78 -19.13 4.93
H 1.40 -22.95 -2.12
H 3.85 -16.28 7.44
H 10.63 -28.18 0.70
H 1.79 -28.14 5.01
H 5.79 -23.48 6.64
H -0.42 -23.03 5.89
H 4.44 -19.86 2.55
H 9.33 -23.10 0.12
H 5.67 -22.04 0.21
H 1.35 -19.52 4.33
H 0.98 -29.39 2.70
H -0.04 -29.94 8.48
H 1.42 -28.42 9.89
H 7.60 -29.98 -1.75
H 0.79 -21.13 1.72
H 0.72 -20.97 -0.73
H 8.40 -22.88 -3.08
H 3.82 -22.85 5.18
H 11.05 -25.55 4.05
H 11.60 -21.54 6.14
H 7.44 -21.53 7.16
H 4.11 -20.43 8.63
H 4.25 -29.56 4.17
H 8.69 -24.87 3.93
H 3.20 -26.71 6.42
H 9.83 -30.06 -0.77
H 7.09 -29.81 7.37
H 7.84 -23.62 1.98
H 5.36 -27.29 8.53
H 11.78 -23.69 0.29
H 5.89 -28.24 -0.91
H 8.64 -28.28 5.97
H 1.64 -23.30 2.82
H 5.70 -25.97 6.48
H 8.13 -27.71 3.76
H 7.90 -20.33 9.16
H 10.38 -19.82 9.75
H 7.42 -21.23 -1.46
H 9.20 -19.40 1.39
H 3.44 -18.07 9.09
H 5.79 -25.91 -1.67
H 5.40 -20.90 6.59
H 4.95 -30.50 6.37
*
```

Properties
**ΔE to the lowest compared entry with this formula, charge and spin**: 0.00 kcal per mole
**LUMO level (spin up / spin down)**: 1.82 / 1.82 eV
**Expectation value of S²**: 6.009
**Highest occupied orbital energy (spin up / spin down)**: -4.558 / -4.555 eV

Atom charges from the Löwdin analysis, given in e for atoms 1 to 4:
1. Br 0.117
2. Cr 0.539
3. F 0.025
4. F -0.006